Entry from the OMol25 dataset: a structure of composition C3H4MgO4Pt in a non-equilibrium geometry (ωB97M-V with the def2-TZVPD basis set).

```
! wB97M-V def2-TZVPD RIJCOSX def2/J DEFGRID3
* xyz 1 4
O 1.82883 0.85299 -0.77558
C 1.11329 -0.27069 -1.07393
O 1.27898 -1.30794 -0.12037
C 0.93792 -0.91412 1.23892
Pt 1.75281 0.86090 1.02514
H 1.40979 -0.71655 -2.04073
H 1.37619 -1.68740 1.88714
H -0.16278 -0.98058 1.35213
H -0.07025 -0.00119 -1.06719
O -2.32281 0.13647 0.57836
C -1.55783 0.71623 -0.21948
O -1.85905 1.76679 -0.82256
Mg -3.72509 1.54509 0.03813
*
```

E_HOMO (spin up / spin down) ... -10.8589 / -12.4518 eV
ΔE to the lowest compared entry with this formula, charge and spin ... 0.0 kJ/mol



Entry from the OMol25 dataset: a structure of composition C26H19Br2Cl2N2OSY (ωB97M-V with the def2-TZVPD basis set).

```
! wB97M-V def2-TZVPD RIJCOSX def2/J DEFGRID3
* xyz 0 1
Y -0.13818 -0.75258 -0.89840
C -2.09668 -1.99641 -2.12370
C -0.98971 -2.86638 -2.23533
C -0.03161 -2.26211 -3.07338
C -0.54406 -1.02184 -3.49915
C -1.81206 -0.84289 -2.89681
H -2.96418 -2.14982 -1.49809
H -0.88531 -3.81711 -1.73388
H 0.93576 -2.66549 -3.33055
H -0.01660 -0.29944 -4.10360
H -2.44861 0.02389 -2.99470
Cl 1.39690 -2.92691 0.17530
C 1.35762 -2.69069 1.92050
C 2.41121 -3.21999 2.63898
C 2.43875 -3.05778 4.01403
C 1.41839 -2.36166 4.64049
C 0.37500 -1.84428 3.89228
Cl -0.86061 -0.96888 4.73697
C 0.28661 -1.99271 2.49666
S -1.07176 -1.36075 1.60556
H 3.19799 -3.74820 2.11959
H 3.25491 -3.46556 4.59311
H 1.41805 -2.21054 5.71059
Br 4.20712 0.19959 -3.71653
C 3.80068 1.02884 -2.07350
C 4.68306 1.99006 -1.55393
C 4.43650 2.60407 -0.36026
Br 5.66342 3.89036 0.29757
C 3.27555 2.28125 0.38768
C 2.94305 2.81998 1.64613
C 1.80792 2.39570 2.28317
C 0.98519 1.44920 1.65647
N 1.24253 0.94463 0.46533
C 2.38769 1.33072 -0.16123
C 2.64086 0.66523 -1.41157
O 1.78706 -0.21422 -1.82101
H 5.57196 2.23365 -2.11914
H 3.59829 3.55052 2.10011
H 1.53743 2.76876 3.26035
H 0.10145 1.06983 2.16046
N -1.64564 1.20425 -0.36097
C -3.05757 1.21105 -0.63634
C -3.89943 0.35868 0.06254
C -5.25401 0.34007 -0.23656
C -5.77164 1.16175 -1.22534
C -4.92468 2.01411 -1.91830
C -3.57117 2.04189 -1.62421
H -1.21400 2.04322 -0.74007
H -1.50121 1.22265 0.64694
H -3.50415 -0.28888 0.83616
H -5.90559 -0.32736 0.31149
H -6.82850 1.13887 -1.45336
H -5.31554 2.66373 -2.68997
H -2.90845 2.70590 -2.16858
*
```

E_HOMO ... -7.8486 eV
ΔE to the lowest compared entry with this formula, charge and spin ... 0.0 kJ/mol



Entry from the OMol25 dataset: a structure of composition C29H41Cl5P2Sm in a non-equilibrium geometry (ωB97M-V with the def2-TZVPD basis set).

```
! wB97M-V def2-TZVPD RIJCOSX def2/J DEFGRID3
* xyz 1 6
Sm 0.25959 0.19345 2.14897
C -2.11823 -1.29536 3.37884
C -1.71503 -2.35625 2.53173
C 0.10408 -1.80521 3.83321
C -1.00400 -0.93395 4.19470
C -0.34640 -2.64406 2.77366
C -3.48852 -0.74875 3.54809
H -4.05397 -0.83812 2.61220
H -3.45405 0.30605 3.83853
H -4.04879 -1.28536 4.33321
C -1.01146 0.21638 5.11941
H -1.91967 0.82787 5.01982
H -0.15467 0.86098 4.87746
H -0.90949 -0.06474 6.18322
C 1.50500 -1.77539 4.32171
H 1.66963 -2.24749 5.30929
H 1.79903 -0.72468 4.44555
H 2.20035 -2.24382 3.61167
C 0.46962 -3.72520 2.16113
H 0.42990 -4.65751 2.74999
H 1.51907 -3.42224 2.09554
H 0.10467 -3.94663 1.15271
C -2.62136 -3.14391 1.65880
H -2.95491 -4.06270 2.17154
H -2.10099 -3.43906 0.73796
H -3.51274 -2.55631 1.40469
C -1.13807 1.56957 0.68050
C -2.22241 0.74071 0.76931
C -2.66229 -0.12212 -0.35929
C -1.55075 -0.86148 -1.14868
C -0.39748 -1.37778 -0.36588
C 0.75131 -0.68564 -0.18311
C 0.91889 0.71317 -0.72470
C -0.28079 1.68963 -0.57415
H -3.22737 0.43781 -1.12900
H -1.24428 -0.23634 -2.00281
H -3.36151 -0.86530 0.04664
H -0.84525 1.73533 -1.51370
H -0.99756 2.38119 1.43368
H -2.96834 0.86640 1.55784
H 0.18030 2.68365 -0.49576
H 1.77779 1.13585 -0.18260
H 1.69316 -1.17399 0.16429
H 1.20856 0.78192 -1.78559
H -2.04760 -1.71578 -1.62821
H -0.44364 -2.45641 -0.16466
P -0.71086 0.88790 -4.70058
C -0.78372 2.73510 -4.70875
C -2.08672 0.58010 -5.89544
P 1.58758 -0.90586 -5.48632
C 0.71093 0.69045 -5.88622
C 1.07003 -1.87546 -6.97243
C 3.26472 -0.42492 -6.09369
H 0.08647 3.11951 -4.16135
H -1.69736 3.05257 -4.18866
H -0.78218 3.13263 -5.73383
H -1.99472 1.21617 -6.78728
H -3.02975 0.80451 -5.38002
H -2.08642 -0.47770 -6.18695
H 3.23434 -0.03211 -7.11932
H 3.90934 -1.31192 -6.05409
H 3.66937 0.33544 -5.41496
H 1.42406 1.51708 -5.72643
H 0.34899 0.68744 -6.93110
H 1.66087 -2.80044 -6.98779
H 1.23802 -1.31485 -7.90210
H 0.00959 -2.13705 -6.87428
Cl 1.82031 0.67071 6.18366
C 2.35676 1.82163 4.97585
C 1.87858 1.81233 3.67050
C 2.35905 2.81858 2.86617
Cl 1.70002 2.93857 1.28628
C 3.32125 3.76588 3.26125
Cl 3.84787 4.93606 2.15098
C 3.81416 3.74214 4.57455
Cl 4.94840 4.88228 5.12740
C 3.29822 2.74318 5.43366
Cl 3.82343 2.66167 7.05360
*
```

E_HOMO (spin up / spin down) ... -10.6340 / -10.6664 eV



Entry from the OMol25 dataset: a structure of composition C21H33AuCl2N4O3 in a non-equilibrium geometry (ωB97M-V with the def2-TZVPD basis set).

```
! wB97M-V def2-TZVPD RIJCOSX def2/J DEFGRID3
* xyz 0 3
O -0.02323 1.54488 -1.57572
C -0.41041 1.64954 -2.75416
C 0.46750 2.33720 -3.75173
C 1.19225 3.47645 -3.36893
H 1.06087 3.86338 -2.36199
C 2.04676 4.09482 -4.28133
H 2.58778 4.99801 -3.99523
C 2.21669 3.54742 -5.56245
H 2.89545 4.01979 -6.27928
C 1.53850 2.37499 -5.93131
H 1.68218 1.92996 -6.92202
C 0.67663 1.76522 -5.01659
H 0.16020 0.83026 -5.24807
H -1.73172 0.78234 -4.28305
C -2.81736 2.16143 -3.04300
C -1.74058 1.06793 -3.21534
H -3.81770 1.71343 -2.96489
H -2.76041 2.80242 -3.92933
H -2.61254 2.76701 -2.14782
C -1.87363 -0.12256 -2.38278
C -3.02829 -0.54944 -1.61180
H -0.95915 -0.70401 -2.23410
H -3.96681 -0.45653 -2.18355
H -3.15281 -0.07024 -0.62209
H -2.84792 -1.61862 -1.40734
Au 1.44204 1.29902 0.29795
Cl -0.29625 2.56712 1.24927
Cl 2.21449 -0.54834 -1.00170
C -2.69081 0.22738 2.52693
O -2.42289 -0.81586 1.92246
N -2.98227 0.30628 3.85145
C -2.98185 -0.88543 4.67763
C -3.62042 1.48026 4.41462
H -2.69842 1.21424 2.02670
H -2.27295 -1.61090 4.26551
H -3.98592 -1.34029 4.73090
H -2.69133 -0.59250 5.69506
H -3.38114 2.34401 3.79000
H -3.25409 1.63935 5.43438
H -4.71348 1.36771 4.46648
H 0.31232 -5.70700 1.81503
H 2.45565 -5.23889 -0.33271
C -0.17352 -5.02995 1.09885
C 1.55224 -4.70520 -0.66654
N 0.79319 -4.16566 0.44996
H -0.90220 -4.40797 1.62482
C 1.17830 -3.03124 1.08005
O 0.80922 -2.70360 2.20783
H 1.85721 -3.88232 -1.32187
H 1.85759 -2.39926 0.46673
H -0.65727 -5.62953 0.32391
H 0.92197 -5.41578 -1.20776
C 1.53187 0.04316 3.44015
C 2.83615 0.23115 2.81169
N 3.09532 0.77617 1.62320
C 4.45875 0.64010 1.37376
C 5.02421 0.02059 2.46453
N 3.98804 -0.22016 3.34336
H 1.08257 -0.89130 3.07577
H 1.66960 -0.03383 4.52343
H 0.88366 0.88285 3.18041
H 4.89750 0.96755 0.45451
H 6.04777 -0.26080 2.65635
H 4.03287 -0.69620 4.24083
*
```

E_HOMO (spin up / spin down) ... -6.9425 / -8.7941 eV
ΔE to the lowest compared entry with this formula, charge and spin ... 0.0 kJ/mol



Entry from the OMol25 dataset: the molecule C6H11NS2 in a non-equilibrium geometry (ωB97M-V with the def2-TZVPD basis set).

```
! wB97M-V def2-TZVPD RIJCOSX def2/J DEFGRID3
* xyz 0 1
C -0.51233 1.07538 -1.74884
C 1.89151 0.57791 -0.89657
C 0.79779 -0.09249 0.05725
C 0.87975 0.35590 1.47653
C 0.80471 -1.68048 0.00739
C -3.22881 0.91282 -1.45782
N -0.51240 0.18237 -0.45930
S 1.07742 1.71952 -1.99983
S -1.96079 1.59929 -2.53798
H 2.76642 0.96391 -0.32905
H 2.24827 -0.27505 -1.59596
H -0.11702 0.29224 1.88359
H 1.01923 1.38607 1.77023
H 1.59049 -0.13232 2.23354
H -0.13882 -1.96928 0.43669
H 1.52104 -2.07541 0.67501
H 0.67734 -2.10019 -1.01874
H -3.27892 -0.16033 -1.26323
H -4.23153 1.41217 -1.61977
H -3.02151 1.31304 -0.44946
*
```

E_HOMO (spin up / spin down) ... -7.9084 / -7.9070 eV
ΔE to the lowest compared entry with this formula, charge and spin ... 259.1 kJ/mol
Structure (SMILES) ... CSC1=NC(C)(C)CS1



Entry from the OMol25 dataset: a cluster of 2 separate species, C16H31BrN4O in total in a non-equilibrium geometry (ωB97M-V with the def2-TZVPD basis set).

```
! wB97M-V def2-TZVPD RIJCOSX def2/J DEFGRID3
* xyz 1 2
C 3.30091 -3.27743 1.08814
C 2.44624 -2.06534 0.31360
C 3.45606 -1.62122 -0.94773
C 2.31531 -0.72892 1.24379
C 0.89006 -0.52349 2.01404
Br 0.57367 1.49284 2.04362
C 1.07041 -0.95521 3.58796
N -0.20498 -1.37465 4.28557
C -0.41990 -1.15542 1.26340
C -0.01897 -2.58110 0.56011
C -0.00262 -3.76493 1.70221
C -1.31375 -2.95790 -0.43283
N 1.18182 -2.54412 -0.34732
O 1.36692 -3.78287 -0.85202
H 2.76218 -3.67970 2.04433
H 3.67006 -4.10985 0.34330
H 4.28918 -2.73261 1.47752
H 4.38008 -1.03425 -0.53042
H 3.71681 -2.54362 -1.61877
H 2.81600 -0.84716 -1.59037
H 2.62566 0.23843 0.63031
H 3.14682 -0.82688 2.09453
H 1.46468 0.01088 4.15572
H 1.93289 -1.76996 3.71385
H -0.42862 -2.38596 4.14961
H -1.01165 -0.75006 4.03809
H -0.70051 -0.41478 0.37050
H -1.39539 -1.19960 1.93628
H 0.22537 -4.84804 1.26037
H 0.66850 -3.54294 2.63406
H -1.12057 -3.83410 2.11439
H -2.34364 -2.63994 0.02289
H -1.15241 -2.28332 -1.40250
H -1.25742 -4.07912 -0.78044
C -3.93021 5.51261 -2.11501
C -3.88044 4.05926 -1.68454
N -2.51855 3.51662 -1.71445
C -1.86860 2.88828 -0.66219
C -0.64795 2.48822 -1.13048
N -0.58170 2.88400 -2.45564
C -1.72102 3.50333 -2.79542
C 0.53443 2.66953 -3.36764
H -3.55837 5.63675 -3.13691
H -4.95870 5.88500 -2.08193
H -3.31388 6.13399 -1.45736
H -4.49542 3.44176 -2.34801
H -4.27891 3.96055 -0.66882
H -2.36579 2.79732 0.28856
H 0.18324 1.96512 -0.69146
H -1.95532 3.91505 -3.77019
H 0.92059 3.64076 -3.68809
H 0.17862 2.10773 -4.23542
H 1.32881 2.10646 -2.87080
*
```

E_HOMO (spin up / spin down) ... -11.3844 / -11.4924 eV